(1)
Below is a cluster of 2 separate species, CH3NO2S in total, with properties calculated with ωB97M-V with the def2-TZVPD basis set.

Results
HOMO: -9.50 eV
Net charge: 0
Electronic energy: -17504.0557 eV
Relative energy (zero: lowest compared OMol25 entry of this formula, charge and spin): 32.6 kcal/mol
Kohn-Sham gap: 0.2979 hartree

```
8
Properties=species:S:1:pos:R:3:forces:R:3:mulliken_charge:R:1
C 1.27620 -0.19094 0.54409 -1.2 0.6 -2.2 -0.29
N 0.61856 0.73905 1.08387 -0.3 1.7 0.6 -0.50
O -1.64271 -0.72613 0.34284 -0.6 -0.2 -0.3 -0.31
O -1.29740 0.40929 -1.81381 -0.8 -0.9 0.7 -0.38
S -2.07053 -0.52073 -1.00618 1.0 1.0 -0.5 0.69
H 1.69637 -1.09989 1.03526 -0.3 1.1 -0.1 0.25
H 1.18704 -0.09394 -0.56411 1.1 -1.2 0.4 0.25
H 0.23246 1.48330 0.37805 1.1 -2.1 1.4 0.29
```
Forces are in eV/Å.

---

(2)
Below is a structure of composition C37H32BrN4O2RhTe, with properties calculated with ωB97M-V with the def2-TZVPD basis set.

Results
HOMO (spin up / spin down): -12.28 / -12.25 eV
2S+1: 5
Net charge: +2
Electronic energy: -129271.1801 eV
Relative energy (zero: lowest compared OMol25 entry of this formula, charge and spin): 16.2 kcal/mol
Kohn-Sham gap (spin up / spin down): 0.2442 / 0.1206 hartree

```
78
Properties=species:S:1:pos:R:3:forces:R:3:mulliken_charge:R:1
Rh 1.72719 1.11415 0.17181 0.3 -0.4 -0.2 0.40
C -4.70347 -2.02173 0.06527 -0.1 0.1 0.1 -1.79
C -3.29227 -1.58553 -0.20935 0.1 0.2 0.1 0.06
C -2.58360 -2.05235 -1.31511 0.1 -0.1 0.1 -0.41
C -1.26469 -1.70942 -1.57285 0.3 0.3 0.0 0.95
C -0.63354 -2.26476 -2.82269 -0.5 0.1 0.0 -0.54
O -1.31018 -2.30655 -3.83407 0.2 0.1 0.1 -0.63
C 0.75105 -2.78976 -2.79305 0.2 -0.2 -0.2 0.43
C 1.43696 -2.89572 -4.00343 0.0 0.1 0.1 -0.63
C 2.71466 -3.42765 -4.03592 0.0 0.0 0.0 -0.65
C 3.30622 -3.87539 -2.86230 0.0 0.0 0.0 -0.46
C 2.61158 -3.80582 -1.66176 0.1 0.0 0.1 -0.70
C 1.34008 -3.26031 -1.62212 -0.1 0.1 -0.1 -0.01
C -0.58953 -0.77523 -0.74190 -0.8 -0.1 0.4 1.39
O 0.61676 -0.36625 -0.98655 0.8 0.5 0.0 -1.03
C -1.32454 -0.31171 0.40103 0.4 0.3 -0.5 -0.42
C -2.63172 -0.71332 0.64555 -0.2 -0.3 0.0 -0.27
C -0.60779 0.63046 1.27047 -0.5 -0.2 -0.5 1.12
N -0.11296 1.75881 0.78352 -0.8 0.4 0.7 -0.76
C -0.74992 2.42085 -0.35195 -0.3 -0.2 -0.3 -0.35
C -2.09779 2.99282 0.11066 0.0 0.3 0.0 -0.84
Te -3.01096 4.12446 -1.49365 0.1 -0.9 -0.1 0.63
C -3.55693 2.45201 -2.66897 0.1 0.3 0.2 0.37
C -2.94735 2.22595 -3.89976 0.1 0.3 0.0 -0.39
C -3.38008 1.16159 -4.66868 0.0 -0.1 -0.1 -0.56
C -4.42361 0.35591 -4.22829 0.1 0.1 0.1 -0.46
C -5.02585 0.59710 -3.00094 -0.1 -0.1 0.0 -0.62
C -4.59308 1.64538 -2.20930 0.0 0.1 0.3 -0.25
C -0.42338 0.30832 2.67706 0.2 0.1 0.5 0.02
C -0.17388 1.33219 3.60480 -0.1 -0.1 -0.2 -0.50
C -0.14634 1.05306 4.95760 0.1 0.1 0.1 -0.79
C -0.33178 -0.25045 5.40758 0.0 0.0 -0.1 -0.46
C -0.53116 -1.27895 4.49383 0.1 0.0 0.1 -1.03
C -0.57441 -1.00564 3.13892 0.0 0.1 -0.2 0.02
H -5.06734 -2.68102 -0.72043 0.0 0.0 0.0 0.38
H -5.37628 -1.16363 0.13857 0.0 0.0 -0.1 0.36
H -4.77336 -2.55066 1.01713 0.0 -0.1 0.0 0.40
H -3.06792 -2.74473 -1.99430 0.0 0.0 -0.1 0.45
H 0.94921 -2.55803 -4.90783 0.0 0.0 0.0 0.46
H 3.23877 -3.51884 -4.97803 0.0 0.0 0.0 0.43
H 4.30342 -4.29596 -2.88656 0.0 0.0 0.0 0.43
H 3.06192 -4.19244 -0.75533 0.0 0.0 0.0 0.50
H 0.79163 -3.22949 -0.68911 0.0 0.1 0.0 0.40
H -3.14719 -0.31978 1.51770 0.0 -0.1 0.1 0.61
H -0.89684 1.77419 -1.22569 0.1 0.0 0.1 0.42
H -0.10032 3.25168 -0.63802 0.0 -0.1 -0.1 0.34
H -1.95457 3.69355 0.93281 -0.1 0.0 0.0 0.51
H -2.78530 2.20492 0.42046 -0.1 0.0 -0.2 0.34
H -2.15663 2.87428 -4.25836 0.0 0.0 0.0 0.40
H -2.90967 0.96229 -5.62124 0.0 0.0 0.0 0.43
H -4.76798 -0.45609 -4.85032 0.0 -0.1 0.0 0.44
H -5.85301 -0.01444 -2.66625 0.0 0.0 0.0 0.44
H -5.07991 1.85781 -1.26397 0.0 -0.1 0.0 0.38
H -0.03148 2.34269 3.24384 -0.1 0.0 0.0 0.37
H 0.00008 1.85850 5.66536 0.0 0.0 0.0 0.45
H -0.32488 -0.46303 6.46829 0.0 0.0 0.0 0.47
H -0.66423 -2.29517 4.83978 0.0 0.0 0.0 0.48
H -0.70550 -1.80956 2.42635 -0.1 0.0 0.0 0.54
N 3.48639 5.03215 0.58765 0.0 0.0 0.0 -0.06
C 4.22184 4.41710 1.56573 0.1 -0.2 0.1 -0.61
C 3.82693 3.11595 1.56191 0.1 0.1 0.1 -0.55
N 2.86344 2.93814 0.59478 0.0 0.0 -0.2 0.29
C 2.68241 4.11638 0.02622 0.1 0.0 0.0 -0.50
H 3.55121 6.00289 0.32841 0.0 0.0 0.0 0.21
H 4.94894 4.93718 2.16342 0.0 0.0 0.0 0.41
H 4.16988 2.30878 2.18436 0.0 0.0 0.0 0.44
H 2.01131 4.33620 -0.78590 0.0 0.0 0.0 0.44
Br 3.84281 -0.29304 -0.79529 0.3 -0.4 0.0 0.03
C 3.78186 -0.81226 1.03625 0.0 0.0 0.1 0.35
C 4.57398 -1.82045 1.54187 0.0 -0.1 -0.1 -0.71
C 4.46287 -2.09116 2.89885 0.0 0.1 0.0 -0.36
C 3.61157 -1.32331 3.67970 0.0 0.0 0.0 -0.89
C 2.86183 -0.33010 3.07347 0.0 -0.1 0.1 -0.64
N 2.93016 -0.09657 1.76102 0.0 0.1 -0.5 0.66
H 5.24798 -2.36692 0.89812 0.0 0.0 0.0 0.55
H 5.04737 -2.88753 3.33910 0.0 0.0 0.0 0.42
H 3.52035 -1.49162 4.74299 0.0 0.0 0.0 0.48
H 2.19056 0.30466 3.63703 0.0 -0.1 0.0 0.74
```
Forces are in eV/Å.

---

(3)
Below is the molecule C11H13FN2, with properties calculated with ωB97M-V with the def2-TZVPD basis set.

Results
HOMO: -9.74 eV
Net charge: 0
Structure (SMILES): CCCC[C@@H](C#N)c1ccc(F)cn1
Electronic energy: -17315.0284 eV
Kohn-Sham gap: 0.3778 hartree

```
27
Properties=species:S:1:pos:R:3:forces:R:3:mulliken_charge:R:1
C 2.84406 -0.92861 1.46298 -0.5 -0.2 0.6 -1.15
C 2.66256 0.57869 1.45674 -0.3 0.5 0.7 -0.43
C 2.23113 1.18060 0.12529 -0.8 0.6 -0.9 -0.78
C 0.98429 0.51582 -0.54153 0.5 1.5 -0.5 -0.81
C -0.28101 0.70307 0.29843 -0.2 -0.5 -0.3 0.63
C -0.78243 2.07114 0.43337 0.4 1.1 -0.3 0.12
N -1.14389 3.16317 0.51925 0.1 -0.7 0.0 -0.54
C -1.40177 -0.12253 -0.28401 -2.3 -1.2 0.5 0.26
C -1.89393 0.07486 -1.59413 1.0 0.4 0.2 -0.49
C -2.96056 -0.66034 -2.06795 -0.1 -0.1 0.6 -0.46
C -3.56225 -1.58052 -1.20909 1.0 0.6 0.0 0.38
F -4.59534 -2.28252 -1.70248 0.1 -0.2 0.5 -0.28
C -3.06200 -1.73984 0.09657 0.0 0.6 -0.8 -0.23
N -2.03403 -0.98596 0.56148 0.1 -0.2 -1.3 -0.49
H 3.47892 -1.22580 0.65370 0.4 -0.3 -0.7 0.32
H 1.85412 -1.41415 1.32593 0.7 0.0 0.3 0.25
H 3.34981 -1.29924 2.38332 -0.6 0.3 -0.5 0.36
H 1.96988 0.87931 2.27651 0.2 -0.2 -0.5 0.29
H 3.59271 1.07160 1.72108 0.3 0.0 0.1 0.39
H 2.08745 2.29632 0.24683 0.0 -1.2 -0.2 0.35
H 3.00917 1.05268 -0.63066 0.3 0.1 0.2 0.37
H 1.19294 -0.54652 -0.68336 -0.3 0.0 0.2 0.43
H 0.79960 0.93354 -1.57873 0.4 -0.3 1.1 0.33
H -0.04531 0.40161 1.31266 -0.3 -0.5 0.2 0.08
H -1.42281 0.81107 -2.26818 -0.2 -0.4 0.5 0.30
H -3.33204 -0.47629 -3.06845 -0.1 -0.2 0.1 0.41
H -3.53927 -2.47115 0.75444 0.3 0.3 0.0 0.39
```
Forces are in eV/Å.